The molecule C17H29N5O7, computed with ωB97M-V/def2-TZVPD.

Geometry as XYZ:
```
58
Properties=species:S:1:pos:R:3:forces:R:3:mulliken_charge:R:1
H -2.933 3.720 -2.613 0.0 0.0 0.0 0.4354
C -5.059 -0.096 -1.300 0.0 0.0 0.0 1.5624
H -6.209 1.667 -0.920 0.0 0.0 0.0 0.1821
H -7.010 -0.978 -1.509 0.0 0.0 0.0 0.4508
C -5.489 1.050 -0.376 0.0 0.0 0.0 -0.1433
C -3.222 2.272 2.346 0.0 0.0 0.0 0.3515
H -7.455 2.763 1.633 0.0 0.0 0.0 0.6594
H -4.317 7.192 0.231 0.0 0.0 0.0 0.3367
H -5.231 0.025 -4.577 0.0 0.0 0.0 0.3155
C -1.951 0.931 -1.851 -0.1 0.1 -0.2 0.7366
N -2.653 0.403 -0.837 0.0 0.0 0.0 0.2410
C -6.488 0.927 1.927 0.0 0.0 0.0 0.3909
N -2.802 1.114 1.942 0.0 0.0 0.0 -0.1271
O -2.979 3.467 1.819 0.0 0.0 0.0 -0.4252
H -3.177 6.965 1.580 0.0 0.0 0.0 0.2506
O -4.830 0.312 4.644 0.2 -0.1 0.0 -0.5709
H -4.462 5.768 1.296 0.0 0.0 0.0 0.1123
H -3.831 -0.684 -3.757 0.0 0.0 0.0 0.2419
H -5.728 2.898 1.411 0.0 0.0 0.0 -0.4346
N -3.370 0.154 2.784 0.0 0.0 0.1 -0.8226
H -7.279 -1.356 0.869 0.0 0.0 0.0 0.4814
C -4.934 3.169 3.951 0.0 0.0 0.0 -0.9187
N -4.022 2.160 3.437 -0.1 0.0 0.0 0.3653
C -4.082 0.799 3.647 -0.1 0.0 0.0 0.2404
H -4.295 4.405 -0.611 0.0 0.0 0.0 0.0003
O -2.063 3.136 -0.828 0.2 0.2 0.0 -0.3371
O -2.846 5.746 0.001 0.0 0.0 0.0 -0.3454
C -6.084 -1.193 -0.972 0.0 0.0 0.0 -1.1216
H -4.874 3.180 5.038 0.0 0.0 0.0 0.2861
H -3.347 -1.328 -1.758 0.0 0.0 0.0 0.4366
H -5.642 -0.055 4.244 -0.1 0.0 -0.1 0.4559
C -6.376 2.923 3.496 0.0 0.0 0.0 -0.6973
H -5.746 -2.192 -1.247 0.0 0.0 0.0 0.4125
H -6.930 3.854 3.632 0.0 0.0 0.0 0.4732
O -6.901 0.218 2.849 0.0 0.0 0.0 -0.8619
N -6.100 0.381 0.767 -0.1 0.0 0.0 0.2669
H -0.411 1.942 -0.724 0.0 0.0 0.0 0.3966
C -2.481 4.166 -1.720 -0.2 -0.1 0.0 -0.7533
H -3.945 5.720 -1.754 0.0 0.0 0.0 0.5064
H -2.531 0.775 0.106 0.0 0.0 0.0 0.2176
H -0.723 2.616 -2.340 0.0 0.0 0.0 0.4815
H -3.684 -1.175 -0.036 0.0 0.0 0.0 0.6038
C -3.648 -0.627 -0.979 0.0 0.0 0.0 -1.8242
C -4.897 -0.471 -3.668 0.0 0.0 0.0 -0.7506
C -3.493 5.033 -1.026 0.0 0.0 0.0 -0.2598
O -5.160 0.432 -2.606 0.0 0.0 0.0 -0.4971
H -1.617 4.767 -2.020 0.0 0.0 0.0 0.4089
H -4.561 4.123 3.581 0.0 0.0 0.0 0.4022
H -6.843 2.175 4.135 0.0 0.0 0.0 0.3689
O -1.911 0.493 -2.990 0.0 0.0 0.0 -0.6847
C -1.188 2.195 -1.449 0.0 -0.2 0.2 -0.9889
H -5.558 -1.624 1.113 0.0 0.0 0.0 0.3486
H -5.464 -1.401 -3.551 0.0 0.0 0.0 0.3142
C -6.288 -1.053 0.534 0.0 0.0 0.0 -0.9621
H -2.507 3.373 0.962 0.0 0.0 0.0 0.5434
C -3.755 6.453 0.814 0.0 0.0 0.0 -0.5749
H -4.641 1.668 -0.082 0.0 0.0 0.0 -0.4036
C -6.493 2.448 2.047 0.1 0.0 0.0 0.2271
```
Positions in Å, forces in eV/Å.

Relative energy (zero: lowest compared OMol25 entry of this formula, charge and spin): 0.117 eV
Orbital gap: 9.574 eV
SMILES: COCCOCC(=O)NC[C@@]1(OC)CCN(C(=O)CCCn2c(O)nnc2O)C1
Lowest unoccupied orbital energy: 0.55 eV
Strongest force on any atom: 0.25 eV Å⁻¹



A structure of composition C21H17BN4NiO5, computed with ωB97M-V/def2-TZVPD.

Geometry as XYZ:
```
49
Properties=species:S:1:pos:R:3:forces:R:3:mulliken_spin:R:1
N -1.505 -0.586 0.639 0.4 0.1 0.2 0.0441
H -3.353 1.512 -4.894 0.0 0.0 0.0 -0.0001
H -1.859 -3.256 6.159 0.0 0.0 0.0 -0.0006
Ni 0.551 -0.563 1.039 -0.8 0.1 0.2 1.7481
H -4.250 -1.082 3.359 0.0 0.0 0.0 -0.0002
H 1.522 0.961 -1.685 0.0 -0.1 0.1 -0.0004
C -2.242 -1.465 2.740 0.3 -0.1 0.2 -0.0196
H 2.905 4.778 -0.305 0.0 0.0 0.0 -0.0002
H -2.897 0.980 -2.499 0.0 0.0 0.0 -0.0004
O 0.844 -1.301 -3.587 0.0 -0.2 0.0 -0.0003
H -4.040 -2.232 5.538 0.0 0.0 0.0 0.0001
O 0.015 -2.132 2.255 0.3 0.0 0.0 0.0454
C 1.605 1.727 -0.924 0.0 0.0 -0.2 -0.0026
C -2.452 -0.863 1.448 -0.1 0.1 -0.2 0.0101
N 1.029 1.458 0.245 0.2 -0.1 0.1 0.0355
H 4.561 -0.645 -1.677 0.0 0.0 0.0 0.0001
N -1.857 -0.218 -0.638 -0.3 0.1 -0.5 -0.0010
H 5.619 -0.264 -0.017 0.0 0.0 0.0 -0.0004
C -0.251 -0.597 -3.897 -0.2 0.1 0.1 0.0028
C -2.242 0.628 -3.284 0.1 -0.1 -0.1 0.0013
H -3.481 -0.700 1.112 0.0 0.0 0.0 0.0054
O 0.320 0.709 2.705 0.1 -0.1 -0.1 0.0410
O 0.267 -0.966 -1.163 -0.2 -0.2 0.0 0.0248
C -3.308 -1.547 3.639 0.0 0.1 -0.1 -0.0006
C 2.366 3.850 -0.155 0.0 -0.1 0.0 -0.0015
C -0.980 -2.087 3.053 -0.2 0.1 0.0 0.0139
C 1.755 3.575 1.056 0.0 0.2 0.0 0.0019
C 0.524 1.946 2.581 -0.1 0.1 0.0 0.0019
N 2.512 -0.970 0.870 0.2 0.0 -0.2 0.0431
O 0.326 2.851 3.401 0.1 0.0 0.0 0.0008
C -0.883 -0.469 -1.475 -0.1 0.2 0.4 0.0012
H 0.150 -0.711 -5.995 0.0 0.0 0.0 -0.0001
C -1.970 -2.766 5.196 0.0 0.0 -0.1 -0.0011
H 2.769 3.064 -2.125 0.0 0.0 0.0 0.0001
H 0.046 -3.174 4.591 0.0 0.0 0.0 -0.0005
C -3.197 -2.181 4.859 -0.1 0.0 0.1 0.0026
H 0.832 -1.380 -2.580 0.1 0.2 -0.1 0.0016
C -1.634 0.423 -5.592 0.0 0.0 0.0 0.0004
C 3.497 -1.008 0.270 -0.2 -0.1 0.3 -0.0114
C -2.494 0.912 -4.616 -0.1 0.1 0.0 -0.0001
C -1.139 -0.130 -2.905 0.1 -0.1 -0.1 0.0020
C 1.112 2.358 1.225 0.0 -0.1 0.0 0.0026
C 2.292 2.903 -1.168 0.0 0.1 0.0 0.0025
C -0.525 -0.324 -5.240 0.0 0.0 -0.1 -0.0004
H 5.277 -2.159 -0.580 0.0 0.0 0.0 -0.0002
H 1.766 4.267 1.887 0.0 0.0 0.0 0.0006
B 4.835 -1.026 -0.555 0.2 0.0 -0.1 0.0009
C -0.905 -2.724 4.330 0.0 -0.1 0.0 0.0069
H -1.831 0.626 -6.640 0.0 0.0 0.0 0.0001
```
Positions in Å, forces in eV/Å.

Net charge: -2
Relative energy (zero: lowest compared OMol25 entry of this formula, charge and spin): 0.505 eV
Orbital gap (spin up / spin down): 6.530 / 6.507 eV
Lowest unoccupied orbital energy (spin up / spin down): 4.73 / 4.73 eV
2S+1: 3
Strongest force on any atom: 0.87 eV Å⁻¹



A cluster of 2 separate species, CH2N2O4 in total, computed with ωB97M-V/def2-TZVPD.

Geometry as XYZ:
```
9
Properties=species:S:1:pos:R:3:forces:R:3:mulliken_charge:R:1
H 0.467 0.670 -0.661 0.6 0.6 0.1 0.2572
C 0.733 -1.160 0.084 3.9 0.3 0.6 0.5936
H -1.259 -0.425 -1.624 -0.8 -0.2 -0.2 0.3591
O 3.675 0.280 0.630 0.3 -0.9 1.4 -0.1015
N 0.073 -0.209 -0.421 -1.0 0.6 -0.2 -0.1118
O 0.893 -2.217 0.527 -1.0 -1.2 0.3 -0.3765
N 2.930 -0.405 -0.306 -1.0 0.4 -0.4 -0.0707
O 3.003 1.029 -0.344 -0.8 0.3 -1.3 -0.1599
O -1.299 -0.313 -0.667 -0.3 0.0 -0.4 -0.3896
```
Positions in Å, forces in eV/Å.

Relative energy (zero: lowest compared OMol25 entry of this formula, charge and spin): 7.485 eV
Orbital gap (spin up / spin down): 9.131 / 7.480 eV
Lowest unoccupied orbital energy (spin up / spin down): -0.06 / -0.27 eV
Strongest force on any atom: 3.99 eV Å⁻¹



A structure of composition C50H54BrFN6O4STl, computed with ωB97M-V/def2-TZVPD.

Geometry as XYZ:
```
118
Properties=species:S:1:pos:R:3:forces:R:3:mulliken_charge:R:1
C -3.308 -0.228 -3.660 -1.8 -0.5 -0.5 -1.2087
H -3.733 -1.893 -2.408 -0.5 -0.7 -0.1 0.5974
H -4.951 2.937 3.655 -0.4 0.1 0.7 0.3887
H -1.710 -1.614 -1.031 -0.6 0.6 -0.7 -0.1945
C -4.424 -1.551 1.154 0.0 2.8 -1.4 -0.2189
H -1.641 2.759 4.344 0.8 -1.1 -0.1 0.4597
C -3.980 3.430 -0.623 -1.9 1.8 -0.1 -0.9131
C 1.797 -2.420 1.283 -1.3 -0.6 1.0 2.2189
H -4.648 4.384 -0.622 1.1 -1.4 0.1 0.3132
H 4.765 -0.609 1.842 -0.4 0.0 0.0 0.5090
O 0.403 -2.726 6.395 0.2 0.3 0.3 -0.6333
H 0.928 -4.433 0.991 0.1 0.2 0.5 0.3883
N -2.212 0.929 3.644 0.2 -1.3 -0.2 0.0317
H 3.291 -4.351 -0.162 0.0 0.2 0.0 0.3248
C -1.194 -2.551 4.625 0.6 0.2 1.8 -0.5456
C -2.082 -3.313 3.985 0.1 0.6 -0.7 -0.4715
C -0.325 1.095 5.078 0.4 0.2 0.8 -0.8690
H -5.324 -3.393 0.805 0.6 -0.1 0.0 0.4193
C -2.795 1.810 -4.886 1.9 0.7 0.6 -1.1763
C -1.063 0.105 -2.047 1.0 2.0 0.4 -0.7224
H 0.045 -3.240 0.223 -0.7 0.8 -1.1 0.4420
S 0.189 -3.360 -4.931 -0.1 -1.5 0.3 0.3555
C 3.463 -3.328 -0.507 -1.3 -0.9 0.9 0.0508
N -3.658 -0.712 1.827 0.2 -0.4 1.1 0.2374
C -2.104 -0.433 3.706 0.5 0.4 0.2 -0.4505
C -2.522 0.921 -3.827 -0.6 0.2 -1.0 1.2709
C -0.082 -1.645 -5.304 -1.3 0.1 0.5 0.3279
H 3.367 -2.260 2.901 0.1 0.3 -0.3 0.3571
H -0.080 -3.260 2.003 0.8 -0.4 -1.1 0.0254
C -2.950 -1.274 2.834 0.5 0.3 -0.1 -0.2141
C -3.800 -3.464 2.323 0.4 -1.7 -0.2 -0.7947
H 1.656 -3.075 -2.938 -0.2 -0.1 -0.7 0.0880
C -3.375 3.693 2.116 2.9 -0.2 -0.6 0.6869
C 2.953 2.578 3.084 -0.3 -0.1 -1.0 -0.4753
H -1.953 2.981 -0.564 1.0 -1.0 -0.4 -0.2228
C 1.749 -2.991 -4.044 0.4 -0.3 0.5 -0.3426
H -0.656 -1.228 -4.470 0.3 0.0 0.2 -0.6228
C 4.369 0.675 -1.697 -2.2 -0.8 -0.9 1.4256
C 4.378 -3.133 -1.522 0.8 0.9 -0.3 -1.5966
H 1.236 -0.015 -5.688 0.1 0.7 0.4 0.3692
C 3.055 -0.963 -0.304 -2.2 0.6 2.6 -0.7621
H -1.195 4.803 2.558 0.2 0.3 0.6 0.3732
N -4.432 2.980 1.714 -1.6 -0.2 1.1 0.1691
H 6.492 0.290 -2.263 -1.1 0.4 0.2 0.2785
O -0.425 -4.519 5.589 0.1 -1.1 0.2 -0.6935
H 2.682 -3.822 2.805 -0.1 -1.0 -0.2 0.4802
H 3.765 1.268 -1.037 0.3 0.7 0.7 -0.2296
H -5.598 2.178 0.206 0.4 0.3 0.0 0.4357
C 3.954 -0.762 -1.298 1.9 0.9 -1.7 0.9586
H 5.437 0.468 3.839 0.6 -0.2 0.6 0.4496
C 2.699 -2.304 0.078 1.7 1.2 0.2 -0.5017
H -0.323 4.004 1.231 0.0 -0.4 0.0 0.3451
C -2.564 3.795 -0.272 -1.3 0.2 -0.1 0.0035
H 2.452 -3.789 -4.374 -0.5 0.6 0.0 0.3638
C -1.178 4.611 1.511 -0.9 -2.5 0.8 -1.4111
H -1.164 5.447 0.949 0.7 3.3 -1.5 0.5418
H 6.173 0.530 -0.604 -0.1 0.3 0.3 0.3744
C -0.889 3.182 -4.243 0.6 -0.5 -0.2 -0.9600
C 1.272 -1.079 -5.534 -0.9 0.5 -0.9 -1.2067
C -2.934 -2.685 3.020 0.8 1.4 1.4 1.6919
H -3.993 3.074 -1.650 -0.2 -0.4 0.0 0.3885
H 4.330 2.544 4.699 0.2 -0.1 0.2 0.3919
H -3.968 1.546 0.304 0.5 -1.1 0.1 -0.0075
N 2.431 0.209 0.369 0.6 -2.2 -1.8 0.2784
H -3.759 -4.529 2.551 -0.4 0.1 -0.3 0.4044
H -3.606 1.552 -5.506 -0.8 0.1 -0.9 0.5287
H -2.136 3.490 -6.012 0.3 -0.3 0.9 0.3105
H -5.090 1.312 2.892 0.3 0.9 -0.1 0.0674
H 2.714 0.921 -3.152 0.1 0.0 0.3 0.0691
C -0.590 2.246 -3.299 0.6 0.6 1.3 0.3686
C -1.928 2.868 -5.111 -2.4 0.1 -1.6 -0.6561
H 1.272 -1.446 1.393 0.9 -0.4 0.1 -1.0304
N -2.453 4.011 1.135 0.4 0.3 0.4 0.2984
H -0.299 4.068 -4.428 0.2 -0.1 0.2 0.5089
C -1.413 1.120 -3.012 1.6 -0.8 0.6 1.3625
H 0.360 1.687 5.722 -0.5 -0.2 -0.9 0.3142
H -4.989 -1.082 0.335 0.1 -0.2 0.3 0.3634
C 0.613 -3.382 1.103 0.0 -0.8 1.5 -1.3286
C 4.012 2.037 3.804 -0.7 0.7 0.7 -0.7358
Tl -0.120 0.736 0.171 0.0 -0.4 0.3 0.4850
H 3.205 -1.322 -4.587 -1.1 -1.0 -0.1 0.3991
C -4.520 -2.882 1.347 -2.4 -1.8 -0.7 -0.9559
C -3.085 -1.080 -2.629 -0.3 0.1 -0.4 -1.0330
C 2.445 -2.788 2.684 -0.9 1.6 0.3 -1.2698
N -0.321 -3.326 5.642 -0.7 1.1 -1.4 1.2010
H 4.156 0.177 -3.694 0.6 -0.6 -1.3 0.4253
C 5.827 0.893 -1.574 2.1 -1.3 0.0 -1.6668
H 0.509 -0.570 5.898 0.6 -1.0 0.3 0.5083
C -1.971 -0.869 -1.842 1.2 -1.8 1.7 0.0282
C 3.798 0.974 -3.105 -0.1 -0.9 1.3 -1.6176
H 5.035 -3.900 -1.931 -0.6 -0.2 0.1 0.3217
F 1.680 2.651 1.177 -1.4 0.8 -1.4 -0.1923
H -4.167 -0.432 -4.335 0.7 0.4 0.4 0.2031
C 2.561 1.988 1.887 2.0 -1.0 2.8 0.1231
H 1.935 -0.865 -3.581 -0.3 -0.7 0.0 -1.0898
H 5.165 -1.591 -2.834 0.4 -0.2 0.4 0.3470
C -4.542 2.441 0.404 -0.3 0.4 -1.5 -0.3034
H 1.748 -2.499 3.553 0.7 -0.4 -1.4 -0.0225
C -1.352 1.672 4.329 -1.1 0.6 0.1 -0.2556
H 2.446 3.477 3.440 0.2 -0.1 -0.3 0.4462
O 0.590 -4.085 -6.192 -0.1 0.5 0.3 -0.7192
C 4.603 -1.828 -1.932 -0.8 0.2 -0.2 0.1300
H -2.249 4.663 -0.870 0.0 0.0 0.3 0.3822
H 4.102 1.911 -3.485 0.5 1.1 -0.5 0.4633
C 4.592 0.896 3.355 0.3 -0.9 -1.2 -0.9826
C 3.053 0.700 1.442 -0.1 1.5 0.3 1.0474
H -0.762 -1.623 -6.141 -0.1 0.0 -0.5 0.6186
C -0.227 -0.281 5.203 -0.4 1.9 0.1 -0.6825
H -2.109 -4.388 4.059 0.1 0.0 0.3 0.4786
H 6.175 1.897 -1.704 -0.1 0.9 0.0 0.4298
C 4.179 0.242 2.191 -0.4 0.1 -0.3 -1.0020
H 1.511 -1.460 -6.490 1.0 -0.7 -1.1 0.4498
O -3.067 3.946 3.280 -1.1 0.3 0.5 -0.7866
C 2.112 -1.561 -4.421 2.3 1.5 1.1 0.9672
C -1.165 -1.088 4.579 -0.5 -0.8 -1.3 0.6539
Br 0.997 2.606 -2.167 -1.3 0.0 -0.6 -0.0849
C -5.256 2.417 2.772 -0.1 -1.4 -0.8 -1.0282
H -6.320 2.475 2.512 0.1 0.6 0.2 0.3720
```
Positions in Å, forces in eV/Å.

Net charge: -1
Relative energy (zero: lowest compared OMol25 entry of this formula, charge and spin): 0.724 eV
Orbital gap: 5.124 eV
Lowest unoccupied orbital energy: 1.13 eV
Strongest force on any atom: 3.71 eV Å⁻¹